1.
Entry from OMol25: a molecular structure, C16H19N3O4S (wB97M-V/def2-TZVPD).

The HOMO-LUMO gap is 8.83 eV. Its net charge is 0. Its multiplicity is 1. For the relative energy (zero: lowest compared OMol25 entry of this formula, charge and spin), the calculation gives 464.9 kcal/mol.

Last column: natural (NBO) charge in e.
Cartesian coordinates (Å):
1 C 2.372 5.875 -1.557  -0.228
2 H 3.369 5.466 -1.828  0.182
3 O 1.916 5.025 -0.486  -0.459
4 C 1.771 3.804 -0.591  0.303
5 C 1.168 3.222 0.390  -0.199
6 C 1.122 1.965 0.652  -0.232
7 C 1.464 1.259 -0.349  -0.104
8 C 2.122 1.657 -1.700  -0.121
9 C 2.260 3.066 -1.748  -0.282
10 H 2.536 3.486 -2.568  0.194
11 H 2.559 1.055 -2.356  0.217
12 C 1.589 -0.332 -0.483  0.526
13 N 1.545 -1.201 -1.496  -0.304
14 N 1.491 -2.469 -0.803  -0.341
15 C 1.044 -2.305 0.227  0.410
16 O 0.999 -0.867 0.823  -0.546
17 S 0.421 -3.475 1.481  0.171
18 C -0.409 -2.424 2.705  -0.556
19 H 0.362 -1.931 3.133  0.249
20 H -0.698 -3.154 3.521  0.254
21 C -1.504 -1.761 1.909  0.667
22 O -1.728 -0.523 2.484  -0.691
23 N -2.131 -2.534 1.205  -0.555
24 H -1.772 -3.295 0.981  0.384
25 C -2.997 -2.067 0.062  -0.252
26 H -3.622 -1.143 0.769  0.218
27 H -4.152 -2.594 -0.036  0.257
28 C -2.383 -1.573 -1.053  0.061
29 H -2.154 -2.232 -1.543  0.150
30 C -3.519 -0.603 -1.867  -0.386
31 H -3.033 -0.705 -2.979  0.198
32 H -4.476 -0.952 -1.998  0.207
33 C -3.221 0.751 -1.297  -0.516
34 H -4.108 1.076 -0.666  0.225
35 C -1.905 0.738 -0.684  -0.089
36 H -0.958 1.240 -1.020  0.227
37 O -1.379 -0.738 -0.967  -0.535
38 H -1.944 1.013 0.660  0.235
39 H -3.208 1.563 -2.078  0.233
40 H 0.927 1.492 1.628  0.265
41 H 0.884 3.877 1.548  0.197
42 H 1.872 5.905 -2.329  0.158
43 H 2.379 7.056 -1.391  0.206

2.
Entry from OMol25: C16H19N5O2S2 in the gas phase (wB97M-V/def2-TZVPD).

The SMILES is Cc1nc2sc([C@@H](c3cccs3)N3CCC(C(N)=O)CC3)c(O)n2n1. The HOMO-LUMO gap is 8.91 eV. Its net charge is 0. Its multiplicity is 1. For the relative energy (zero: lowest compared OMol25 entry of this formula, charge and spin), the calculation gives 18.6 kcal/mol.

Last column: natural (NBO) charge in e.
Cartesian coordinates (Å):
1 C -6.230 -2.601 0.354  -0.648
2 C -4.940 -1.886 0.243  0.340
3 N -4.014 -1.896 1.232  -0.498
4 C -3.043 -1.157 0.741  0.174
5 S -1.491 -0.584 1.186  0.427
6 C -1.348 0.236 -0.370  -0.268
7 C -0.145 1.074 -0.687  -0.106
8 C -0.273 2.354 0.085  -0.199
9 C -0.182 2.537 1.431  -0.265
10 C -0.408 3.876 1.819  -0.249
11 C -0.676 4.686 0.764  -0.416
12 S -0.653 3.832 -0.729  0.452
13 N 1.072 0.359 -0.325  -0.444
14 C 1.216 -0.884 -1.063  -0.223
15 C 2.352 -1.705 -0.462  -0.393
16 C 3.660 -0.915 -0.543  -0.318
17 C 4.834 -1.681 0.054  0.683
18 N 4.709 -1.993 1.364  -0.831
19 O 5.812 -1.988 -0.588  -0.610
20 C 3.459 0.443 0.134  -0.391
21 C 2.270 1.164 -0.493  -0.225
22 C -2.450 0.059 -1.137  0.455
23 O -2.675 0.540 -2.371  -0.647
24 N -3.381 -0.720 -0.505  -0.212
25 N -4.596 -1.186 -0.827  -0.335
26 H -6.049 -3.659 0.527  0.233
27 H -6.792 -2.213 1.201  0.233
28 H -6.799 -2.466 -0.560  0.231
29 H -0.188 1.306 -1.769  0.208
30 H 0.048 1.740 2.115  0.230
31 H -0.374 4.216 2.838  0.226
32 H -0.889 5.736 0.764  0.237
33 H 1.417 -0.691 -2.132  0.168
34 H 0.285 -1.450 -0.993  0.217
35 H 2.448 -2.649 -1.001  0.222
36 H 2.102 -1.923 0.577  0.199
37 H 3.907 -0.749 -1.597  0.227
38 H 3.897 -1.750 1.902  0.391
39 H 5.452 -2.503 1.811  0.406
40 H 3.257 0.310 1.198  0.198
41 H 4.356 1.055 0.026  0.222
42 H 2.472 1.360 -1.561  0.167
43 H 2.122 2.123 0.007  0.223
44 H -3.549 0.242 -2.661  0.508

3.
Entry from OMol25: a molecular structure, C16H20BN14Rb (wB97M-V/def2-TZVPD).

The HOMO-LUMO gap is 8.05 eV. Its net charge is 0. Its multiplicity is 1. For the relative energy (zero: lowest compared OMol25 entry of this formula, charge and spin), the calculation gives 15.3 kcal/mol.

Last column: natural (NBO) charge in e.
Cartesian coordinates (Å):
1 Rb 0.333 0.149 0.285  0.951
2 B 2.222 -2.826 0.798  0.213
3 N 3.225 -2.118 -0.097  -0.345
4 C 4.374 -2.681 -0.427  0.012
5 C 5.277 -1.782 -0.947  -0.391
6 C 4.519 -0.547 -0.948  -0.059
7 N 3.297 -0.776 -0.491  -0.363
8 N 1.031 -3.467 0.006  -0.313
9 C 0.854 -4.797 -0.207  -0.038
10 C -0.386 -4.969 -0.784  -0.385
11 C -0.859 -3.692 -1.012  -0.097
12 N -0.041 -2.814 -0.471  -0.324
13 H 2.811 -3.831 1.252  -0.054
14 H 1.788 -1.973 1.554  -0.089
15 H 4.543 -3.693 -0.110  0.213
16 H 6.258 -2.073 -1.236  0.222
17 H 4.881 0.437 -1.259  0.197
18 H 1.444 -5.603 0.178  0.212
19 H -0.740 -5.985 -1.033  0.217
20 H -1.852 -3.323 -1.306  0.209
21 N 3.753 2.707 0.238  -0.781
22 C 2.738 3.598 0.184  0.606
23 N 3.100 4.927 0.321  -0.600
24 C 2.110 5.853 0.227  0.605
25 N 2.514 7.171 0.210  -0.773
26 N 0.770 5.589 0.064  -0.563
27 C 0.540 4.278 0.092  0.447
28 N 1.426 3.203 0.089  -0.589
29 C -0.940 3.912 0.166  0.145
30 C -1.872 4.946 0.348  -0.208
31 C -3.233 4.670 0.306  -0.173
32 C -3.644 3.389 -0.024  -0.237
33 C -2.640 2.422 -0.213  0.034
34 N -1.343 2.677 -0.083  -0.448
35 H 4.703 3.061 0.362  0.418
36 H 3.567 1.717 0.184  0.427
37 H 3.495 7.283 0.043  0.401
38 H 1.935 7.883 -0.011  0.393
39 H -1.489 5.922 0.423  0.240
40 H -3.974 5.395 0.509  0.216
41 H -4.721 3.149 -0.047  0.227
42 H -2.926 1.380 -0.437  0.219
43 N -3.901 -4.406 0.957  -0.832
44 C -5.008 -3.941 0.339  0.638
45 N -6.075 -4.784 0.351  -0.794
46 N -5.112 -2.830 -0.332  -0.625
47 C -4.033 -2.024 -0.282  0.431
48 N -3.072 -1.394 -0.417  -0.473
49 H -3.914 -5.067 1.725  0.410
50 H -2.976 -3.972 0.729  0.442
51 H -5.901 -5.737 0.553  0.389
52 H -6.858 -4.614 -0.320  0.418

4.
Entry from OMol25: a molecular structure, C16H20BaIN3O8P2 (wB97M-V/def2-TZVPD).

The HOMO-LUMO gap is 7.59 eV. Its net charge is 0. Its multiplicity is 1. For the relative energy (zero: lowest compared OMol25 entry of this formula, charge and spin), the calculation gives 6.6 kcal/mol.

Last column: natural (NBO) charge in e.
Cartesian coordinates (Å):
1 Ba -0.817 1.478 0.756  1.862
2 C 0.215 -0.255 4.935  -0.644
3 C 0.866 -0.738 3.676  0.174
4 N 1.108 -2.019 3.544  -0.414
5 C 1.674 -2.466 2.404  -0.044
6 C 2.087 -1.635 1.400  -0.039
7 C 2.680 -2.195 0.133  -0.086
8 O 2.068 -1.668 -1.034  -0.744
9 C 1.860 -0.242 1.524  -0.254
10 C 2.413 0.616 0.479  0.206
11 N 1.844 1.649 -0.006  -0.583
12 C 2.458 2.340 -1.070  0.177
13 C 3.198 1.687 -2.057  -0.254
14 C 3.753 2.399 -3.106  -0.192
15 C 3.570 3.773 -3.196  -0.214
16 C 2.806 4.427 -2.242  -0.223
17 C 2.246 3.711 -1.196  -0.194
18 I 1.042 4.710 0.193  0.145
19 C 1.144 0.233 2.647  0.325
20 O 0.684 1.438 2.764  -0.863
21 H 0.179 -1.068 5.657  0.225
22 H -0.801 0.096 4.736  0.216
23 H 0.755 0.597 5.350  0.227
24 H 1.786 -3.540 2.310  0.189
25 H 2.604 -3.287 0.155  0.179
26 H 3.744 -1.951 0.053  0.177
27 H 1.106 -1.631 -0.896  0.504
28 H 3.406 0.325 0.126  0.174
29 H 3.292 0.609 -2.012  0.241
30 H 4.319 1.876 -3.865  0.220
31 H 4.001 4.331 -4.015  0.220
32 H 2.640 5.493 -2.318  0.226
33 N -3.077 -1.286 -2.440  -0.713
34 C -3.388 -1.065 -0.968  -0.637
35 C -4.608 -1.886 -0.578  -0.649
36 P -3.605 0.768 -0.804  2.366
37 O -5.100 0.985 -1.360  -1.010
38 O -2.603 1.327 -1.764  -1.182
39 O -3.513 1.138 0.638  -1.202
40 P -1.847 -1.791 -0.201  2.382
41 O -2.212 -1.726 1.361  -1.011
42 O -1.776 -3.167 -0.751  -1.145
43 O -0.721 -0.827 -0.465  -1.245
44 H -3.918 -1.249 -3.014  0.424
45 H -2.613 -2.201 -2.535  0.459
46 H -2.456 -0.508 -2.716  0.480
47 H -5.479 -1.606 -1.175  0.215
48 H -4.842 -1.691 0.468  0.254
49 H -4.410 -2.953 -0.688  0.238
50 H -5.708 1.213 -0.646  0.515
51 H -2.055 -2.568 1.808  0.524